Here is 2 unconnected molecules or ions with the total composition CH4FOPS from OMol25. Energies are from ωB97M-V with the def2-TZVPD basis set.

**Relative energy (zero: lowest compared OMol25 entry of this formula, charge and spin)**: 1.784 eV
**Highest occupied orbital energy**: -10.28 eV
**SMILES**: CP(=O)=S.F
**Maximum force**: 0.0588 Eh/bohr
**Lowest unoccupied orbital energy**: -1.184 eV

Last column: Löwdin charge in e.
Element x y z (Å)
C 0.511 -1.147 -0.192  -0.23
P 0.797 0.497 0.546  0.31
O -0.366 1.362 0.384  -0.39
S 2.291 0.923 1.768  0.25
H 0.820 -1.939 0.494  0.04
H -0.562 -1.502 -0.584  0.12
H 1.216 -1.181 -0.964  0.01
F -2.764 1.472 -0.895  -0.06
H -1.944 1.513 -0.556  -0.04

Cartesian forces (eV/Å) of the 3 atoms listed first:
-2.1270 -1.1030 0.4937
0.7621 -0.1340 2.3917
-0.4836 0.5448 -0.6073